{
  "formula": "H16NO11",
  "method": "the ωB97M-V functional and the def2-TZVPD basis",
  "elements": ["N", "O", "O", "O", "O", "H", "H", "O", "H", "H", "O", "H", "H", "O", "H", "H", "O", "H", "H", "O", "H", "H", "O", "H", "H", "O", "H", "H"],
  "xyz": [[-0.01141, 0.10716, 0.06481], [0.83207, 0.92556, -0.26505], [-0.19434, -1.01310, -0.46068], [-1.04071, 0.51680, 0.64011], [-2.47075, 2.38404, -0.66250], [-3.15802, 2.73043, -0.24188], [-1.92667, 1.84002, -0.08788], [-1.10088, -2.22672, -2.29466], [-0.45128, -1.79588, -1.80190], [-0.43807, -2.73607, -2.61762], [1.05316, 3.61770, -1.45816], [0.29805, 3.82079, -0.90529], [1.09716, 2.71055, -1.39968], [2.93976, 1.22283, 1.51559], [2.63944, 1.74880, 2.24781], [2.12636, 1.26232, 0.91733], [0.25287, -3.38667, 0.78744], [0.21102, -4.03743, 0.20816], [0.05320, -2.52526, 0.31842], [3.61312, 0.14187, -2.54158], [4.45840, -0.29193, -2.23373], [2.98708, 0.02011, -1.77386], [-2.74681, -1.96304, 1.02538], [-2.05231, -1.44318, 0.75935], [-2.59029, -2.67966, 0.36318], [-1.57055, 0.70698, 3.46885], [-1.20849, -0.02087, 3.88278], [-1.60114, 0.36383, 2.54528]],
  "forces_ev_per_angstrom": [[-4.237, 1.106, -2.037], [1.849, -0.606, -0.004], [2.642, -0.275, 0.985], [0.300, 0.346, 2.016], [4.290, -1.576, -3.621], [-4.329, 2.024, 3.057], [-0.065, -0.193, 0.450], [-3.470, 0.352, -0.342], [0.632, 2.715, 2.089], [2.339, -3.805, -2.990], [-0.091, 3.227, -0.219], [-0.274, 0.162, 0.069], [0.309, -3.331, 0.110], [-1.341, -0.093, -1.303], [0.015, 0.348, 0.664], [1.513, -0.237, 0.780], [0.175, 5.501, 3.795], [-0.365, -4.528, -4.257], [0.321, -1.298, 0.634], [0.482, -0.996, 1.584], [-1.485, 0.760, -0.422], [0.916, 0.265, -1.105], [-2.198, -3.170, -0.238], [2.675, 2.836, -0.697], [-0.622, 0.411, 0.903], [-1.119, 1.614, -2.253], [1.209, -2.341, 1.847], [-0.074, 0.783, 0.505]],
  "homo_lumo_gap_ev": 10.47,
  "total_charge": -1,
  "e_tot_ev": -24269.996,
  "relative_energy_ev": 2.602
}


{
  "formula": "C36H34I2N3O2RhTe",
  "method": "the ωB97M-V functional and the def2-TZVPD basis",
  "elements": ["Rh", "I", "C", "C", "C", "I", "C", "O", "C", "C", "N", "C", "C", "C", "C", "C", "C", "N", "C", "H", "H", "H", "H", "H", "H", "H", "H", "H", "H", "H", "C", "C", "C", "C", "C", "C", "Te", "N", "C", "O", "C", "C", "C", "C", "C", "C", "C", "C", "C", "C", "C", "C", "C", "C", "C", "C", "H", "H", "H", "H", "H", "H", "H", "H", "H", "H", "H", "H", "H", "H", "H", "H", "H", "H", "H", "H", "H", "H", "H"],
  "xyz": [[-0.25752, 1.58488, -0.64739], [5.43989, 5.99745, 0.58976], [4.11637, 4.63860, -0.25442], [4.53893, 3.34863, -0.53006], [3.64486, 2.40870, -1.01941], [4.34788, 0.48872, -1.34495], [2.30606, 2.74206, -1.25078], [1.43525, 1.82821, -1.67603], [1.90373, 4.07145, -1.01016], [0.48030, 4.46864, -1.25847], [-0.41177, 3.82169, -0.26762], [-1.79873, 4.29740, -0.32257], [-2.80214, 3.23167, -0.71622], [-4.16196, 3.46652, -0.55755], [-5.06766, 2.50940, -0.97364], [-4.59544, 1.33331, -1.54189], [-3.23154, 1.16495, -1.65053], [-2.35079, 2.08907, -1.24886], [2.80095, 5.00068, -0.50731], [5.56402, 3.05938, -0.34342], [0.15106, 4.14432, -2.24988], [0.37497, 5.55615, -1.20290], [-0.01910, 3.96630, 0.65956], [-1.87138, 5.10182, -1.06233], [-2.09649, 4.73992, 0.62997], [-4.49652, 4.39324, -0.11173], [-6.12978, 2.67519, -0.85741], [-5.26402, 0.55928, -1.88790], [-2.80593, 0.26525, -2.08045], [2.46015, 6.00974, -0.31394], [0.95984, -7.11567, -3.38477], [0.67963, -5.80890, -2.70401], [1.70190, -4.91581, -2.41602], [1.45621, -3.70389, -1.78121], [2.58406, -2.75452, -1.51015], [0.14084, -3.39393, -1.43198], [-0.25148, -1.59977, -0.41715], [-0.42565, 0.77485, 1.23092], [0.84423, 0.60555, 1.61155], [1.46728, -0.44636, 1.33289], [1.50453, 1.76403, 2.28213], [2.89028, 1.85339, 2.25045], [3.51592, 2.98599, 2.75219], [2.76314, 4.01565, 3.29314], [1.37700, 3.91686, 3.34849], [0.74557, 2.79416, 2.83897], [-1.00349, -2.47957, 1.31980], [-0.17665, -3.42383, 1.92377], [-0.58671, -4.04956, 3.08649], [-1.82364, -3.73442, 3.62960], [-2.64144, -2.80356, 3.01337], [-2.25360, -2.14799, 1.84467], [-3.18290, -1.14642, 1.22680], [-0.91844, -4.27033, -1.71115], [-2.34597, -3.98861, -1.34277], [-0.62197, -5.46473, -2.35007], [2.01996, -7.23107, -3.60095], [0.41081, -7.18844, -4.32431], [0.64778, -7.95299, -2.75943], [2.71882, -5.16801, -2.69050], [3.54312, -3.22808, -1.71305], [2.60006, -2.40204, -0.47473], [2.51191, -1.86785, -2.14495], [3.46298, 1.04705, 1.81013], [4.59363, 3.07029, 2.71185], [3.25642, 4.89780, 3.67937], [0.79560, 4.70967, 3.80007], [-0.33323, 2.70018, 2.88556], [0.78468, -3.67097, 1.49057], [0.05402, -4.77810, 3.56301], [-2.15721, -4.22333, 4.53484], [-3.61125, -2.57682, 3.43727], [-4.21266, -1.36252, 1.50953], [-3.13856, -1.15579, 0.13526], [-2.93375, -0.13681, 1.55305], [-2.60039, -2.92673, -1.39582], [-2.56605, -4.32432, -0.32757], [-3.01820, -4.50856, -2.02363], [-1.43060, -6.14780, -2.58303]],
  "forces_ev_per_angstrom": [[-0.676, -0.070, 0.058], [0.049, 0.083, 0.033], [-0.142, -0.066, -0.074], [0.043, 0.023, 0.014], [0.089, 0.317, 0.062], [-0.069, -0.102, -0.054], [-0.187, -0.113, -0.035], [0.247, -0.067, -0.129], [0.086, 0.013, 0.044], [-0.045, -0.086, -0.046], [0.018, 0.084, 0.197], [0.003, -0.029, -0.104], [0.011, 0.024, -0.012], [0.058, -0.008, -0.052], [0.002, -0.036, -0.012], [0.074, 0.022, 0.001], [-0.024, -0.070, -0.120], [0.171, 0.094, 0.276], [0.068, -0.063, 0.019], [0.015, 0.017, -0.001], [0.021, 0.014, 0.007], [0.056, -0.002, -0.006], [-0.043, 0.041, -0.027], [-0.022, -0.010, 0.023], [0.007, -0.094, 0.017], [-0.008, 0.019, 0.002], [-0.018, 0.006, 0.002], [-0.029, -0.003, -0.002], [-0.030, 0.015, 0.017], [0.039, 0.038, 0.025], [0.019, -0.045, -0.026], [-0.043, 0.044, 0.028], [-0.032, 0.011, 0.015], [-0.005, 0.041, -0.004], [0.111, 0.076, 0.033], [0.008, -0.375, 0.048], [0.066, 0.140, -0.117], [-0.097, 0.346, -0.219], [0.138, -0.053, 0.007], [-0.030, -0.123, 0.011], [0.083, -0.058, 0.020], [0.016, 0.032, 0.006], [0.010, -0.045, -0.019], [-0.008, 0.046, 0.034], [-0.004, -0.034, -0.013], [-0.009, -0.002, 0.023], [-0.085, -0.078, 0.079], [-0.013, 0.025, -0.036], [0.013, -0.010, 0.007], [-0.004, -0.018, 0.029], [0.016, 0.042, -0.081], [0.067, -0.102, 0.076], [-0.054, 0.036, -0.117], [0.063, 0.033, -0.001], [-0.167, 0.037, 0.015], [0.082, 0.015, -0.037], [0.006, -0.001, -0.005], [-0.006, 0.000, -0.004], [-0.009, -0.001, 0.006], [0.025, 0.015, 0.003], [0.021, 0.020, -0.007], [-0.006, -0.032, -0.005], [-0.010, -0.019, -0.011], [-0.018, -0.009, 0.007], [0.019, 0.000, 0.000], [0.012, 0.008, 0.001], [-0.016, 0.015, 0.003], [-0.004, -0.020, 0.009], [0.008, 0.012, -0.011], [0.010, -0.013, 0.002], [-0.002, -0.005, 0.013], [-0.022, 0.002, 0.019], [0.008, 0.044, 0.020], [0.030, -0.032, 0.006], [0.025, 0.065, 0.025], [0.053, 0.014, -0.016], [0.009, 0.000, 0.024], [-0.011, -0.031, 0.031], [-0.028, -0.009, 0.006]],
  "homo_lumo_gap_ev": [7.55, 5.26],
  "total_charge": 1,
  "s2": 8.77,
  "e_tot_ev": -72943.399,
  "spin_multiplicity": 6
}


{
  "formula": "C24H19EuF3N3OS3",
  "method": "the ωB97M-V functional and the def2-TZVPD basis",
  "elements": ["Eu", "C", "C", "N", "N", "C", "S", "S", "C", "C", "C", "C", "C", "C", "C", "C", "C", "C", "C", "C", "C", "O", "H", "H", "H", "H", "H", "H", "H", "H", "H", "H", "H", "H", "H", "H", "S", "C", "N", "C", "C", "C", "C", "C", "C", "H", "H", "H", "H", "H", "F", "C", "F", "F"],
  "xyz": [[-1.10412, 0.62795, -2.43800], [3.55997, 0.94979, -0.73248], [2.34260, 0.37934, -1.38900], [1.17685, 0.75269, -0.96133], [1.22265, 1.40266, 0.26267], [0.28082, 2.29171, 0.39107], [-0.87002, 3.00065, -0.67117], [0.04251, 3.06262, 2.00489], [1.36075, 2.35299, 2.93267], [1.05784, 0.99393, 3.50644], [-0.21891, 0.71855, 4.08625], [-0.38127, -0.48718, 4.81781], [0.68815, -1.34478, 4.99233], [1.88684, -1.12954, 4.34525], [2.04907, 0.01537, 3.57504], [2.45508, -0.57152, -2.45725], [3.71171, -0.73742, -3.02321], [3.97253, -1.79546, -3.86748], [2.91808, -2.61680, -4.33381], [1.63605, -2.36083, -3.92363], [1.32895, -1.42979, -2.90215], [0.06566, -1.35684, -2.54017], [3.33660, 1.25566, 0.28551], [3.88278, 1.84472, -1.32831], [4.35315, 0.22955, -0.56784], [1.55017, 3.09583, 3.65169], [2.27097, 2.34231, 2.33106], [-1.02467, 1.41914, 3.94523], [-1.32053, -0.62160, 5.34086], [0.47484, -2.25016, 5.61350], [2.67807, -1.89052, 4.42660], [2.98916, 0.12677, 3.01568], [4.42222, 0.01683, -2.79409], [5.00789, -1.93038, -4.23769], [3.19380, -3.34882, -5.08074], [0.81207, -2.94395, -4.30408], [-5.81210, 0.42027, -0.81316], [-4.41142, 0.79706, -1.82557], [-3.30142, 0.64826, -1.23061], [-3.40325, 0.09794, 0.03951], [-2.33768, -0.34277, 0.79266], [-2.61665, -0.94037, 2.01598], [-3.93647, -1.17486, 2.42371], [-5.01443, -0.70726, 1.64846], [-4.73288, -0.15727, 0.40017], [-4.50293, 1.21736, -2.80995], [-1.28630, -0.13337, 0.53871], [-1.77507, -1.23034, 2.60340], [-4.10523, -1.83779, 3.28023], [-6.04553, -0.85875, 1.93498], [-1.49599, 2.05842, -5.50886], [-2.14279, 1.15654, -4.75916], [-3.29768, 1.02514, -5.44902], [-1.59046, -0.10169, -5.25360]],
  "forces_ev_per_angstrom": [[0.920, 0.173, 0.060], [0.607, 0.439, 0.180], [-0.968, 0.574, 0.832], [0.429, -0.361, -0.202], [-1.791, 1.187, 0.267], [0.280, 0.139, 0.833], [0.002, -0.282, -0.478], [-0.175, 0.134, -1.201], [0.335, -1.093, -0.883], [-0.974, -0.198, 0.771], [1.734, -1.153, 0.074], [0.061, 2.051, -0.437], [-1.040, -1.348, 0.776], [0.289, -0.472, -0.167], [0.552, -0.059, -0.071], [-1.728, -1.050, -0.689], [-0.729, -1.057, -0.393], [0.817, -0.045, -0.737], [1.154, 1.070, 0.291], [0.204, -0.649, 0.274], [-0.160, 0.774, -0.119], [1.592, 0.081, 0.179], [-0.322, 0.396, -0.217], [0.056, -0.794, 0.614], [0.344, -0.128, -0.719], [0.219, 0.681, 1.572], [-0.108, -0.246, -0.158], [-0.132, 0.098, 0.101], [-0.020, -0.323, -0.111], [0.617, 0.767, -0.598], [-0.325, 0.535, -0.132], [-0.440, 0.242, 0.320], [0.902, 0.137, 0.184], [-0.789, 0.004, 0.106], [-0.387, -0.242, -0.003], [-0.165, -0.024, -0.032], [0.167, -0.064, -0.690], [-1.179, 0.355, 0.962], [0.870, -0.455, -0.077], [-0.660, -0.389, -1.166], [0.705, 0.500, 1.145], [-0.361, 0.036, -0.840], [-0.414, -0.029, -0.405], [0.519, -0.781, 0.087], [0.296, 0.574, 1.102], [-0.104, -0.005, -0.331], [-0.581, -0.112, -0.108], [0.237, -0.369, 0.461], [-0.108, 0.689, -0.083], [0.020, -0.156, 0.183], [1.192, 1.249, -0.554], [-0.251, -1.506, -0.587], [-2.386, 0.652, 0.026], [1.175, -0.148, 0.787]],
  "homo_lumo_gap_ev": [6.01, 6.62],
  "total_charge": -1,
  "s2": 15.76,
  "e_tot_ev": -91703.576,
  "spin_multiplicity": 8
}


- What is the formula in the first record?
  H16NO11